No. 1
Below is a 4-piece molecular cluster, C5H11NO overall, with properties calculated with ωB97M-V/def2-TZVPD.

The geometry in XYZ format:
```
18
Properties=species:S:1:pos:R:3:forces:R:3:lowdin_charge:R:1
C 1.60816 -1.10197 1.27601 -0.051 -0.167 0.560 -0.099
C 0.97311 -0.36451 2.19444 0.295 -0.693 0.275 -0.119
C -0.13912 1.46039 0.66906 -0.805 0.592 -0.490 -0.040
N -0.27470 1.08659 -0.54599 -0.646 0.758 0.304 -0.080
C -1.20914 0.01950 -0.82732 -0.709 0.035 0.452 -0.516
O -1.74843 -0.60380 0.05674 0.338 0.145 -0.411 0.084
C -1.52507 -0.19214 -2.29122 0.002 0.078 0.036 -0.010
H 2.68723 -1.05715 1.15389 -0.187 0.210 -0.165 0.053
H 1.09804 -1.89587 0.73814 0.004 0.242 -0.029 0.051
H 1.37579 -0.26427 -1.01022 -0.351 1.350 -0.605 0.072
H -0.06121 -0.56909 2.45696 0.101 0.084 -0.217 0.055
H 1.51657 0.29331 2.87111 -0.068 0.090 -0.313 0.062
H -0.88482 1.19215 1.40621 0.179 -0.185 0.255 0.083
H 0.63053 2.19931 0.89331 -0.179 -0.153 0.034 0.099
H 0.89958 0.52547 -1.09656 1.938 -2.483 -0.102 0.051
H -1.48371 -1.25016 -2.57000 0.047 0.195 0.250 0.089
H -0.89690 0.39347 -2.96536 -0.010 -0.069 0.246 0.077
H -2.56589 0.12877 -2.40920 0.104 -0.028 -0.080 0.090
```
Positions in Å, forces in eV/Å.

E_HOMO (eV): -9.0
Total charge: 0
Relative energy (zero: lowest compared OMol25 entry of this formula, charge and spin) (kcal per mole): 107.8
Maximum force (eV/A): 3.15
Orbital gap (eV): 9.026
Energy (hartree): -326.95951

No. 2
Below is C30H26N4O6Ti as an isolated structure, with properties calculated with ωB97M-V/def2-TZVPD.

The geometry in XYZ format:
```
67
Properties=species:S:1:pos:R:3:forces:R:3:lowdin_spin:R:1
Ti -0.66194 0.48972 0.91491 -0.097 0.600 1.968 0.201
C 0.02199 4.14569 2.45015 0.222 -0.250 0.384 0.000
O -0.56625 5.05053 1.53828 -0.403 -0.014 -0.718 -0.010
C -1.16787 4.55681 0.38988 0.088 -0.093 0.429 -0.001
C -1.56699 5.54151 -0.51016 0.081 0.036 0.056 0.088
C -2.19041 5.21302 -1.70596 -0.023 0.038 -0.015 -0.004
C -2.43996 3.89509 -2.00075 -0.070 -0.087 -0.097 0.068
C -2.06391 2.87170 -1.11626 0.250 -0.034 0.543 0.025
C -2.33002 1.51811 -1.43843 -0.514 0.597 -0.913 0.238
N -1.97005 0.50354 -0.68600 0.553 -0.903 0.391 0.066
N -2.39848 -0.72496 -1.04801 0.004 -1.047 0.305 -0.049
C -1.84033 -1.63912 -0.25952 -0.841 1.088 -1.532 0.110
O -0.94512 -1.27427 0.60513 -0.528 -2.207 -0.288 0.008
C -2.28543 -3.00942 -0.32914 -0.222 -0.913 0.191 0.010
C -1.81102 -3.93647 0.61906 0.096 0.697 -0.241 0.033
C -2.29398 -5.22311 0.64365 -0.274 -0.514 -0.129 0.000
C -3.25433 -5.64005 -0.27760 0.116 0.079 0.092 0.045
C -3.71652 -4.73435 -1.23034 -0.114 -0.411 0.039 0.000
C -3.24909 -3.44065 -1.25940 0.345 0.379 0.162 0.033
C -1.38264 3.19193 0.10786 -0.885 1.446 -1.001 0.076
O -0.96617 2.23243 0.88698 0.079 1.762 -0.005 0.011
H 0.49082 4.77635 3.20998 0.023 -0.044 -0.042 0.000
H -0.72954 3.50812 2.92857 0.131 0.070 -0.057 0.000
H 0.77337 3.51372 1.97007 -0.019 0.062 0.124 0.000
H -1.34922 6.57255 -0.27458 0.042 0.086 0.147 0.008
H -2.47874 5.99097 -2.40298 0.014 0.048 0.001 -0.003
H -2.91231 3.62743 -2.93856 -0.069 -0.072 -0.024 0.003
H -2.88342 1.29367 -2.35707 0.081 0.043 0.216 0.015
H -1.08057 -3.58735 1.33642 0.065 0.005 0.102 0.002
H -1.93449 -5.91869 1.39342 0.026 0.008 0.008 -0.001
H -3.64253 -6.65131 -0.24492 0.008 -0.006 -0.023 0.004
H -4.46341 -5.05712 -1.94784 -0.007 0.043 -0.024 -0.001
H -3.61607 -2.72399 -1.97860 -0.039 0.040 -0.053 0.002
O 0.75381 2.47236 -1.15925 0.372 -0.144 -0.023 0.007
C 1.11774 1.86616 -2.34344 0.015 0.329 -0.137 0.003
C 1.12268 0.35248 -2.31530 -0.065 0.106 0.449 0.004
C 1.18176 -0.34960 -3.51106 0.078 -0.557 -0.182 0.000
C 1.25637 -1.73667 -3.47968 -0.005 0.397 0.471 0.005
C 1.32589 -2.35140 -2.22886 0.033 -0.106 -0.569 0.000
C 1.23829 -1.57331 -1.09411 0.118 0.232 0.156 0.006
N 1.09929 -0.24298 -1.11910 -0.022 -0.029 -0.814 0.005
H 1.39482 2.23905 -0.42277 0.046 0.106 -0.053 0.002
H 2.12759 2.19629 -2.67142 -0.212 -0.152 -0.027 0.001
H 0.39654 2.20559 -3.10362 0.177 -0.115 0.004 0.002
H 1.17232 0.19570 -4.44685 -0.059 0.002 -0.039 0.000
H 1.25528 -2.32147 -4.39177 0.073 0.009 0.002 0.000
H 1.43972 -3.42273 -2.15063 -0.062 -0.067 0.092 0.000
H 1.28440 -2.01674 -0.10818 -0.076 -0.063 0.033 0.002
O 0.52400 -1.65846 2.93152 0.049 -0.228 0.067 0.153
C 1.38216 -0.97535 2.35378 0.336 -0.952 0.931 0.090
N 1.13134 0.25069 1.77043 0.159 0.020 0.129 -0.010
C 2.29520 0.78428 1.29155 1.428 0.332 0.143 0.145
O 2.38953 1.93475 0.78099 -0.055 0.174 -0.327 0.133
C 3.37724 -0.14296 1.53412 -0.833 0.116 0.098 0.138
C 4.73275 -0.13193 1.22217 0.425 0.064 -0.140 0.027
C 5.51038 -1.21327 1.57853 0.207 0.430 -0.266 0.062
C 4.95287 -2.30820 2.26499 -0.081 -0.463 0.255 0.092
C 3.60819 -2.32866 2.58725 0.073 -0.262 0.108 0.008
C 2.80708 -1.26062 2.21434 -0.189 0.385 -0.251 0.138
H 5.16409 0.71199 0.69803 0.016 0.062 -0.038 0.001
H 6.56758 -1.23391 1.32853 -0.039 0.066 -0.006 0.004
H 5.60018 -3.13977 2.52959 -0.108 -0.008 0.048 0.007
H 3.18221 -3.16855 3.12174 -0.066 -0.075 0.016 -0.002
C -1.95242 0.38307 2.60690 -0.014 -0.255 0.055 -0.002
H -1.95696 -0.64942 2.96061 0.003 -0.004 0.025 0.000
H -2.97887 0.68290 2.35603 0.103 0.039 -0.105 0.000
H -1.59836 1.01866 3.42664 0.055 0.080 -0.104 0.001
```
Positions in Å, forces in eV/Å.

E_HOMO (alpha / beta) (eV): 0.7 / -2.0
Total charge: -2
Relative energy (zero: lowest compared OMol25 entry of this formula, charge and spin) (kcal per mole): 15.3
Maximum force (eV/A): 2.29
Spin multiplicity: 3
Orbital gap (alpha / beta) (eV): 3.970 / 6.688
Energy (hartree): -2678.83963

No. 3
Below is a 3-piece molecular cluster, C2H8N2O4 overall, with properties calculated with ωB97M-V/def2-TZVPD.

The geometry in XYZ format:
```
16
Properties=species:S:1:pos:R:3:forces:R:3:lowdin_spin:R:1
O -2.17100 1.03818 0.14979 0.422 0.351 0.126 0.027
C -1.43414 0.38732 0.84030 -1.170 -0.914 -0.176 -0.004
N -0.26099 -0.19259 0.35941 0.242 -0.344 -0.084 0.036
C 0.30500 0.12700 -0.81512 -0.315 2.213 1.180 0.024
N -0.25252 0.97827 -1.64572 0.100 -0.308 -0.778 0.120
O 1.55657 -0.11375 -0.94674 0.704 -0.776 -0.493 0.590
H -1.71026 0.01651 1.83246 0.249 0.344 0.277 -0.001
H 0.25927 -0.86378 0.91663 -0.101 -0.071 0.213 0.000
H -1.19893 1.33861 -1.58424 -0.161 -0.358 0.261 0.002
H 0.33738 1.25244 -2.41157 0.077 0.187 -0.359 0.002
H -1.18699 -3.67408 1.44829 -0.888 0.263 0.001 0.000
H -1.56208 -2.16452 0.86521 -0.973 -1.077 0.294 0.000
O -0.91562 -2.83822 1.06852 1.742 0.711 -0.314 0.000
H 2.44857 2.15759 -0.45226 0.309 0.247 0.208 0.001
H 3.06452 0.85526 0.01902 0.509 0.081 0.186 -0.004
O 2.72122 1.69576 0.35600 -0.746 -0.548 -0.544 0.209
```
Positions in Å, forces in eV/Å.

E_HOMO (alpha / beta) (eV): -15.6 / -15.6
Total charge: +1
Relative energy (zero: lowest compared OMol25 entry of this formula, charge and spin) (kcal per mole): 15.8
Maximum force (eV/A): 2.53
Spin multiplicity: 2
Orbital gap (alpha / beta) (eV): 11.048 / 6.156
Energy (hartree): -491.14357

No. 4
Below is a 4-piece molecular cluster, C4H16NO3 overall, with properties calculated with ωB97M-V/def2-TZVPD.

The geometry in XYZ format:
```
24
Properties=species:S:1:pos:R:3:forces:R:3:lowdin_charge:R:1
C -0.93168 1.94430 1.13194 -0.474 0.333 0.878 -0.076
C -0.98434 0.45561 0.69736 -0.281 0.918 1.315 -0.188
C 0.34333 0.02915 0.15082 -0.859 0.329 -0.265 -0.301
C 1.43252 -0.17598 0.85402 0.404 -0.076 -0.625 0.125
N 0.35421 0.02763 -1.33926 -0.033 -0.551 0.109 0.251
H 0.07006 2.26723 1.40911 0.128 0.058 -0.514 0.078
H -1.43017 2.62910 0.44629 0.474 -0.032 -0.359 0.076
H -1.47435 2.12621 2.06444 -0.213 -0.447 -0.062 0.081
H -1.19742 -0.14153 1.58277 0.257 -0.070 0.085 0.110
H -1.89958 0.33833 0.11514 0.468 -0.359 -0.709 0.119
H 1.50598 0.04655 1.90791 -0.281 -0.408 0.111 0.104
H 2.31720 -0.51904 0.34548 0.347 0.213 0.117 0.063
H 1.27303 0.05701 -1.81882 0.140 0.175 0.250 0.117
H -0.20475 0.82214 -1.63473 0.064 0.315 -0.250 0.172
H -0.14558 -0.78486 -1.69314 -0.077 -0.269 -0.325 0.147
H -1.03399 -1.77377 -4.84635 0.230 0.166 -0.059 0.052
H -1.30797 -2.38540 -3.50347 0.201 -0.022 -0.091 0.045
O -0.66556 -1.81950 -3.95553 -0.451 -0.108 0.381 -0.061
H -2.44663 -0.32931 5.33848 -0.071 -0.079 -0.033 0.037
H -2.13586 -1.32704 4.20534 -0.191 -0.034 0.121 0.023
O -1.74133 -0.84499 4.93649 0.250 0.109 -0.125 -0.060
H 3.25690 -0.75868 -1.59776 0.122 0.069 -0.266 0.053
H 3.96232 0.16766 -2.56036 -0.007 0.262 -0.256 0.075
O 3.08368 -0.05083 -2.23616 -0.146 -0.492 0.572 -0.041
```
Positions in Å, forces in eV/Å.

E_HOMO (eV): -13.9
Total charge: +1
Relative energy (zero: lowest compared OMol25 entry of this formula, charge and spin) (kcal per mole): 35.7
Maximum force (eV/A): 1.63
Orbital gap (eV): 10.895
Energy (hartree): -442.20772

Please write out number 3 again, unchanged.
Below is a 3-piece molecular cluster, C2H8N2O4 overall, with properties calculated with ωB97M-V/def2-TZVPD.

The geometry in XYZ format:
```
16
Properties=species:S:1:pos:R:3:forces:R:3:lowdin_spin:R:1
O -2.17100 1.03818 0.14979 0.422 0.351 0.126 0.027
C -1.43414 0.38732 0.84030 -1.170 -0.914 -0.176 -0.004
N -0.26099 -0.19259 0.35941 0.242 -0.344 -0.084 0.036
C 0.30500 0.12700 -0.81512 -0.315 2.213 1.180 0.024
N -0.25252 0.97827 -1.64572 0.100 -0.308 -0.778 0.120
O 1.55657 -0.11375 -0.94674 0.704 -0.776 -0.493 0.590
H -1.71026 0.01651 1.83246 0.249 0.344 0.277 -0.001
H 0.25927 -0.86378 0.91663 -0.101 -0.071 0.213 0.000
H -1.19893 1.33861 -1.58424 -0.161 -0.358 0.261 0.002
H 0.33738 1.25244 -2.41157 0.077 0.187 -0.359 0.002
H -1.18699 -3.67408 1.44829 -0.888 0.263 0.001 0.000
H -1.56208 -2.16452 0.86521 -0.973 -1.077 0.294 0.000
O -0.91562 -2.83822 1.06852 1.742 0.711 -0.314 0.000
H 2.44857 2.15759 -0.45226 0.309 0.247 0.208 0.001
H 3.06452 0.85526 0.01902 0.509 0.081 0.186 -0.004
O 2.72122 1.69576 0.35600 -0.746 -0.548 -0.544 0.209
```
Positions in Å, forces in eV/Å.

E_HOMO (alpha / beta) (eV): -15.6 / -15.6
Total charge: +1
Relative energy (zero: lowest compared OMol25 entry of this formula, charge and spin) (kcal per mole): 15.8
Maximum force (eV/A): 2.53
Spin multiplicity: 2
Orbital gap (alpha / beta) (eV): 11.048 / 6.156
Energy (hartree): -491.14357